# 1
{
  "formula": "C4H6N2O",
  "method": "ωB97M-V/def2-TZVPD",
  "max_force_ev_per_a": 1.15,
  "smiles": "[H]/N=C(\\C#N)OCC",
  "gap_ev": 11.46,
  "e_lumo_ev": 0.60,
  "homo_ev": -10.858,
  "species": ["H", "N", "C", "C", "N", "O", "C", "C", "H", "H", "H", "H", "H"],
  "xyz": [[0.573368, 0.128540, -2.771781], [0.670030, 0.192387, -1.761707], [-0.439301, 0.432949, -1.202090], [-1.710939, 0.585422, -1.913783], [-2.686268, 0.687558, -2.526098], [-0.630338, 0.588475, 0.107087], [0.508287, 0.423482, 0.978378], [0.477274, -0.951973, 1.613879], [1.424148, 0.588862, 0.407913], [0.393173, 1.211376, 1.725827], [0.582798, -1.736959, 0.859003], [1.299870, -1.045121, 2.330571], [-0.462103, -1.105000, 2.152801]],
  "forces_ev_per_a": [[-0.026, 0.000, 0.115], [-0.348, 0.036, 0.126], [0.207, -0.049, -0.144], [-0.851, 0.084, -0.608], [0.972, -0.095, 0.604], [-0.055, 0.003, -0.122], [0.177, 0.019, 0.116], [-0.014, -0.038, 0.021], [-0.127, -0.004, 0.090], [0.038, -0.103, -0.080], [0.006, 0.122, 0.092], [-0.091, 0.008, -0.126], [0.112, 0.017, -0.084]]
}

# 2
{
  "formula": "C5H11N2O",
  "method": "ωB97M-V/def2-TZVPD",
  "total_charge": -1,
  "max_force_ev_per_a": 2.45,
  "gap_ev": 6.85,
  "e_lumo_ev": 4.12,
  "homo_ev": -2.729,
  "species": ["C", "N", "C", "O", "H", "H", "H", "H", "H", "H", "C", "C", "C", "N", "H", "H", "H", "H", "H"],
  "xyz": [[0.392191, -2.062092, 2.509920], [1.142308, -2.348867, 1.283185], [0.335278, -1.951232, 0.081004], [0.026505, -0.639522, -0.003262], [0.008350, -1.040995, 2.552644], [1.019971, -2.241247, 3.414703], [-0.488433, -2.707559, 2.524166], [1.967618, -1.742145, 1.267048], [-0.608328, -2.600506, 0.155372], [0.911836, -2.342676, -0.777319], [-0.854145, 2.040962, -0.385465], [-2.018317, 2.537725, -0.885793], [0.589333, 1.238599, -2.022043], [0.381103, 2.074851, -1.062753], [-0.802885, 1.627156, 0.576259], [-2.022987, 3.035204, -1.865776], [-2.930299, 2.437444, -0.282658], [1.535705, 1.311825, -2.563794], [-0.132500, 0.474005, -2.303303]],
  "forces_ev_per_a": [[0.480, -0.006, 0.095], [0.041, 0.019, 0.218], [-1.101, 0.635, 0.338], [0.321, -0.732, 0.001], [0.070, 0.247, -0.044], [-0.429, -0.046, -0.548], [0.063, -0.201, 0.170], [-0.344, -0.094, -0.006], [0.687, 0.131, -0.019], [0.179, -0.091, -0.199], [-1.033, 0.830, -2.057], [1.212, -0.400, 0.499], [-0.400, 1.358, 1.473], [0.013, -0.737, -1.363], [0.128, -0.717, 1.143], [-0.211, -0.350, 0.448], [0.418, 0.261, -0.411], [-0.112, -0.090, 0.157], [0.020, -0.017, 0.107]]
}

# 3
{
  "formula": "C9H8Br2O",
  "method": "ωB97M-V/def2-TZVPD",
  "max_force_ev_per_a": 5.46,
  "gap_ev": [5.91, 8.09],
  "e_lumo_ev": [-0.85, -0.18],
  "homo_ev": [-6.769, -8.274],
  "species": ["C", "C", "C", "C", "C", "C", "C", "C", "C", "O", "Br", "Br", "H", "H", "H", "H", "H", "H", "H", "H"],
  "xyz": [[0.501743, 0.449667, -2.757732], [0.543629, 1.451113, -1.808037], [-0.158770, -0.804836, -2.451611], [0.281119, 1.138096, -0.488062], [-0.743361, -0.977215, -1.199846], [-0.410114, -0.041314, -0.189668], [-0.216669, 0.418117, 2.407382], [-0.849151, -0.271275, 1.211256], [1.183613, -0.083896, 2.690244], [-1.688515, -1.197640, 1.604311], [2.578989, 0.404259, 1.431171], [1.272234, -2.034204, 2.979207], [0.864748, 0.610029, -3.857564], [0.849400, 2.368209, -2.058819], [-0.368628, -1.595021, -3.044955], [0.516233, 1.942620, 0.095683], [-1.354487, -1.699870, -0.853665], [-0.279644, 1.602866, 2.273113], [-0.790386, 0.108519, 3.156020], [-1.731985, -1.788223, 0.861572]],
  "forces_ev_per_a": [[-0.777, -1.822, -2.502], [-0.405, -4.135, 0.271], [0.043, 3.073, 2.610], [-1.094, -0.993, -2.323], [3.106, 3.959, -0.101], [-0.728, -0.212, 2.219], [1.456, 3.333, -4.067], [2.545, 2.660, -0.385], [0.494, -1.000, -1.248], [-0.433, -0.930, -0.221], [-0.376, 0.027, 0.779], [-0.177, 0.920, 0.092], [-0.717, -0.219, 2.300], [1.379, 3.365, -0.860], [-0.027, -1.928, -2.789], [0.137, 1.347, 2.436], [-1.802, -2.965, 0.001], [0.460, -2.505, 0.522], [-2.389, -0.813, 3.586], [-0.695, -1.160, -0.320]]
}